## 1
A 2-piece molecular cluster, C9H14O overall. Source: OMol25; level of theory: ωB97M-V/def2-TZVPD.

```
24
Properties=species:S:1:pos:R:3
C -1.15 -0.94 1.04
C -0.93 0.33 0.23
C -0.87 1.61 0.78
C -0.26 2.61 0.04
C 0.28 2.36 -1.21
O 1.25 3.23 -1.65
C 0.05 1.14 -1.87
C -0.56 0.16 -1.10
H -0.61 -1.76 0.58
H -2.25 -1.06 1.11
H -1.07 -0.88 2.13
H -1.13 1.77 1.82
H -0.06 3.59 0.44
H 1.77 2.82 -2.32
H 0.21 0.95 -2.91
H -0.90 -0.75 -1.58
C 0.96 -4.37 0.74
C 0.70 -3.83 2.15
H 2.01 -4.33 0.47
H 0.45 -5.29 0.48
H 0.56 -3.65 0.01
H 0.27 -2.84 2.22
H 1.56 -3.91 2.81
H -0.09 -4.47 2.55
```

## Properties
Frontier orbital gap (Ha): 0.335
M (g mol⁻¹): 138.210
SMILES: Cc1ccc(O)cc1.CC
LUMO (eV): 0.9

Mulliken population analysis, charges in e, atoms 1 to 2: number 1, C, carries -1.013; number 2, C, carries 0.390


## 2
A 2-piece molecular cluster, C9H14O overall. Source: OMol25; level of theory: ωB97M-V/def2-TZVPD.

```
24
Properties=species:S:1:pos:R:3
C 1.88 0.33 -1.16
C 1.19 0.69 0.23
C -0.01 1.35 0.09
C -0.82 1.68 1.18
C -0.47 1.18 2.47
O -1.18 1.73 3.58
C 0.77 0.37 2.63
C 1.55 0.21 1.48
H 1.64 0.96 -1.97
H 1.44 -0.73 -1.19
H 2.96 0.34 -1.03
H -0.29 1.68 -0.95
H -1.72 2.23 0.90
H -1.26 2.75 3.45
H 0.93 -0.03 3.60
H 2.35 -0.49 1.60
C -1.23 -2.46 -2.27
C -1.11 -1.16 -1.46
H -0.39 -3.19 -1.96
H -2.20 -2.91 -2.23
H -0.90 -2.30 -3.24
H -0.93 -1.21 -0.36
H -1.82 -0.41 -1.47
H -0.35 -0.62 -1.93
```

## Properties
Frontier orbital gap (Ha): 0.343
M (g mol⁻¹): 138.210
SMILES: Cc1ccc(O)cc1.CC
LUMO (eV): 0.8

Mulliken population analysis, charges in e, atoms 1 to 2: number 1, C, carries -1.398; number 2, C, carries 0.336


Stability summary - winner: 1; margin: 0.938 eV.


## 1
A 2-piece molecular cluster, C9H14O overall. Source: OMol25; level of theory: ωB97M-V/def2-TZVPD.

```
24
Properties=species:S:1:pos:R:3
C 2.34 -1.30 -0.55
C 0.84 -1.45 -0.38
C 0.26 -1.50 0.89
C -1.11 -1.62 1.02
C -1.92 -1.69 -0.10
O -3.28 -1.82 0.00
C -1.36 -1.64 -1.37
C 0.02 -1.52 -1.50
H 2.74 -0.64 0.22
H 2.53 -0.78 -1.48
H 2.86 -2.26 -0.50
H 0.92 -1.43 1.75
H -1.56 -1.66 2.01
H -3.53 -1.78 0.92
H -1.98 -1.70 -2.25
H 0.45 -1.46 -2.49
C 0.09 2.28 0.48
C 0.36 3.79 0.45
H 0.59 1.75 -0.33
H 0.46 1.83 1.40
H -0.98 2.09 0.40
H -0.11 4.26 1.32
H -0.05 4.25 -0.44
H 1.43 3.99 0.53
```

## Properties
Frontier orbital gap (Ha): 0.341
M (g mol⁻¹): 138.210
SMILES: Cc1ccc(O)cc1.CC
LUMO (eV): 0.9

Mulliken population analysis, charges in e, atoms 1 to 2: number 1, C, carries -1.555; number 2, C, carries 0.535


## 2
A 2-piece molecular cluster, C9H14O overall. Source: OMol25; level of theory: ωB97M-V/def2-TZVPD.

```
24
Properties=species:S:1:pos:R:3
C 1.53 2.57 1.12
C 1.37 1.24 0.46
C 0.22 0.46 0.69
C 0.16 -0.88 0.39
C 1.21 -1.42 -0.37
O 1.00 -2.67 -0.86
C 2.32 -0.67 -0.67
C 2.41 0.68 -0.27
H 2.42 3.01 0.67
H 1.55 2.55 2.22
H 0.71 3.29 1.03
H -0.56 0.96 1.25
H -0.61 -1.52 0.80
H 1.58 -2.93 -1.59
H 3.10 -1.28 -1.13
H 3.22 1.32 -0.59
C -3.94 0.61 0.39
C -4.43 -0.21 -0.78
H -3.23 1.37 0.10
H -4.74 1.04 1.00
H -3.55 -0.07 1.15
H -3.70 -0.99 -1.03
H -4.67 0.36 -1.68
H -5.40 -0.67 -0.58
```

## Properties
Frontier orbital gap (Ha): 0.335
M (g mol⁻¹): 138.210
SMILES: Cc1ccc(O)cc1.CC
LUMO (eV): 0.9

Mulliken population analysis, charges in e, atoms 1 to 2: number 1, C, carries -1.286; number 2, C, carries 0.587


## 3
A 2-piece molecular cluster, C9H14O overall. Source: OMol25; level of theory: ωB97M-V/def2-TZVPD.

```
24
Properties=species:S:1:pos:R:3
C -1.03 -2.03 1.45
C -0.66 -0.58 1.14
C 0.77 -0.49 0.92
C 1.46 0.72 0.67
C 0.59 1.80 0.46
O 1.23 2.98 0.12
C -0.75 1.73 0.65
C -1.40 0.53 0.92
H -0.19 -2.63 1.82
H -1.49 -2.35 0.44
H -1.76 -2.01 2.28
H 1.44 -1.33 1.02
H 2.50 0.57 0.40
H 1.64 3.04 -0.75
H -1.40 2.63 0.44
H -2.43 0.55 1.20
C -0.87 -1.90 -2.43
C 0.66 -1.68 -2.62
H -1.62 -1.28 -2.91
H -1.08 -2.96 -2.61
H -1.00 -1.51 -1.41
H 0.97 -2.64 -2.19
H 1.02 -0.98 -1.86
H 1.05 -1.51 -3.60
```

## Properties
Frontier orbital gap (Ha): 0.353
M (g mol⁻¹): 138.210
SMILES: Cc1ccc(O)cc1.CC
LUMO (eV): 0.9

Mulliken population analysis, charges in e, atoms 1 to 2: number 1, C, carries -0.942; number 2, C, carries 0.320


## 4
A 2-piece molecular cluster, C9H14O overall. Source: OMol25; level of theory: ωB97M-V/def2-TZVPD.

```
24
Properties=species:S:1:pos:R:3
C -1.65 -0.44 1.70
C -0.20 -0.38 1.23
C 0.68 0.63 1.51
C 2.04 0.53 1.23
C 2.54 -0.66 0.71
O 3.90 -0.71 0.44
C 1.68 -1.71 0.42
C 0.33 -1.57 0.71
H -2.03 -1.42 1.50
H -2.18 0.31 1.09
H -1.84 -0.25 2.76
H 0.30 1.56 1.95
H 2.68 1.36 1.46
H 4.31 0.06 0.83
H 2.08 -2.60 -0.02
H -0.33 -2.40 0.44
C -1.25 1.42 -1.76
C -1.90 0.48 -2.79
H -0.92 2.40 -2.11
H -1.95 1.74 -0.98
H -0.38 0.96 -1.29
H -2.60 0.91 -3.49
H -1.08 0.14 -3.42
H -2.24 -0.35 -2.13
```

## Properties
Frontier orbital gap (Ha): 0.343
M (g mol⁻¹): 138.210
SMILES: Cc1ccc(O)cc1.CC
LUMO (eV): 0.9

Mulliken population analysis, charges in e, atoms 1 to 2: number 1, C, carries -1.316; number 2, C, carries 0.443


Stability summary - winner: 1; margin: 0.456 eV.


## 1
A 2-piece molecular cluster, C9H14O overall. Source: OMol25; level of theory: ωB97M-V/def2-TZVPD.

```
24
Properties=species:S:1:pos:R:3
C -0.15 0.44 2.00
C -0.42 0.87 0.58
C 0.59 1.27 -0.29
C 0.36 1.86 -1.52
C -0.96 2.00 -1.95
O -1.31 2.39 -3.22
C -1.96 1.74 -1.06
C -1.74 1.12 0.17
H 0.40 -0.49 1.98
H -1.10 0.35 2.52
H 0.53 1.15 2.48
H 1.56 1.07 0.15
H 1.22 2.41 -1.90
H -0.69 3.07 -3.54
H -3.00 1.92 -1.27
H -2.59 0.95 0.83
C 1.69 -2.31 0.75
C 0.57 -3.22 0.27
H 1.86 -1.37 0.24
H 1.70 -2.02 1.80
H 2.63 -2.86 0.69
H -0.07 -3.54 1.09
H 0.94 -4.06 -0.31
H -0.06 -2.75 -0.49
```

## Properties
Frontier orbital gap (Ha): 0.345
M (g mol⁻¹): 138.210
SMILES: Cc1ccc(O)cc1.CC
LUMO (eV): 0.9

Mulliken population analysis, charges in e, atoms 1 to 2: number 1, C, carries -1.095; number 2, C, carries 0.825


## 2
A 2-piece molecular cluster, C9H14O overall. Source: OMol25; level of theory: ωB97M-V/def2-TZVPD.

```
24
Properties=species:S:1:pos:R:3
C 0.84 1.26 2.61
C 0.73 0.58 1.29
C 0.65 -0.90 1.26
C 0.79 -1.63 0.17
C 1.26 -0.86 -1.02
O 1.33 -1.68 -2.12
C 1.30 0.50 -1.01
C 1.05 1.24 0.10
H 1.40 2.17 2.52
H 1.23 0.54 3.33
H -0.26 1.48 3.18
H 0.56 -1.29 2.25
H 0.81 -2.75 0.08
H 1.92 -1.44 -2.79
H 1.79 1.08 -1.92
H 0.99 2.30 0.21
C -2.15 -0.75 -0.75
C -1.93 0.54 -1.38
H -2.51 -1.51 -1.43
H -1.43 -1.20 -0.04
H -3.02 -0.47 0.02
H -0.93 0.87 -1.37
H -2.26 1.38 -0.85
H -2.19 0.54 -2.33
```

## Properties
Frontier orbital gap (Ha): 0.331
M (g mol⁻¹): 138.210
SMILES: Cc1ccc(O)cc1.CC
LUMO (eV): 0.9

Mulliken population analysis, charges in e, atoms 1 to 2: number 1, C, carries -1.372; number 2, C, carries 0.957


Stability summary - winner: 1; margin: 2.012 eV.


## 1
One molecule with the formula C4H7NO. Source: OMol25; level of theory: ωB97M-V/def2-TZVPD.

```
13
Properties=species:S:1:pos:R:3
C -2.23 -0.44 0.00
C -0.81 0.08 -0.09
O -0.54 1.29 -0.03
C 0.49 -0.70 -0.06
C 1.78 -0.01 -0.57
N 1.59 -0.15 0.82
H -2.26 -1.26 0.78
H -3.10 0.25 0.30
H -2.51 -0.92 -1.08
H 0.50 -1.79 -0.14
H 1.63 0.95 -1.13
H 2.47 -0.72 -1.06
H 1.08 0.69 1.13
```

## Properties
Frontier orbital gap (Ha): 0.387
M (g mol⁻¹): 85.106
SMILES: CC(=O)[C@H]1CN1
LUMO (eV): 1.0

Mulliken population analysis, charges in e, atoms 1 to 2: number 1, C, carries -1.023; number 2, C, carries 0.643


## 2
C4H7NO as an isolated structure. Source: OMol25; level of theory: ωB97M-V/def2-TZVPD.

```
13
Properties=species:S:1:pos:R:3
C -0.43 1.41 0.12
C -0.23 -0.07 -0.04
N -1.38 -0.87 0.07
C 1.57 -0.56 0.50
C 0.83 -0.73 -0.71
O 2.31 0.47 0.31
H -1.48 -1.65 -0.58
H -2.29 -0.42 -0.02
H 1.78 -1.35 1.23
H 0.78 -1.58 -1.39
H 0.52 1.94 0.14
H -0.95 1.61 1.06
H -1.04 1.81 -0.70
```

## Properties
Frontier orbital gap (alpha / beta) (Ha): 0.277 / 0.276
M (g mol⁻¹): 85.106
LUMO (alpha / beta) (eV): -0.1 / -0.1

Mulliken population analysis, charges in e, atoms 1 to 2: number 1, C, carries -1.200; number 2, C, carries 0.706


## 3
One molecule with the formula C4H7NO. Source: OMol25; level of theory: ωB97M-V/def2-TZVPD.

```
13
Properties=species:S:1:pos:R:3
C -1.23 -2.10 1.27
C -1.27 -1.35 0.20
N -1.34 -0.67 -0.82
C -0.38 0.39 -1.01
O 0.53 0.42 0.05
C 1.51 1.43 -0.02
H -1.77 -1.79 2.16
H -0.60 -2.98 1.30
H 0.13 0.22 -1.97
H -0.94 1.34 -1.09
H 2.50 0.97 0.09
H 1.48 1.98 -0.97
H 1.37 2.14 0.80
```

## Properties
Frontier orbital gap (Ha): 0.366
M (g mol⁻¹): 85.106
SMILES: C=C=NCOC
LUMO (eV): 1.0

Mulliken population analysis, charges in e, atoms 1 to 2: number 1, C, carries -0.919; number 2, C, carries 0.681


## 4
One molecule with the formula C4H7NO. Source: OMol25; level of theory: ωB97M-V/def2-TZVPD.

```
13
Properties=species:S:1:pos:R:3
C 1.63 0.20 -0.37
N 0.19 0.32 -0.53
C -0.65 1.19 0.25
C -0.61 -0.27 0.53
C -1.43 -1.31 -0.14
O -1.23 -2.49 0.02
H 2.05 0.84 0.42
H 2.12 0.43 -1.32
H 1.85 -0.85 -0.12
H -0.20 1.82 1.01
H -1.49 1.64 -0.28
H -0.10 -0.59 1.44
H -2.13 -0.93 -0.91
```

## Properties
Frontier orbital gap (Ha): 0.385
M (g mol⁻¹): 85.106
SMILES: CN1C[C@H]1C=O
LUMO (eV): 0.9

Mulliken population analysis, charges in e, atoms 1 to 2: number 1, C, carries -0.856; number 2, N, carries -0.230


Stability summary - winner: 4; margin: 0.184 eV.